Record 1
A structure of composition C41H73BCsF5KN6O6S2 at a distorted geometry. Source: the Open Molecules 2025 dataset; level of theory: the ωB97M-V functional and the def2-TZVPD basis.

Positions of all 136 atoms, in Å:
C: 2.95761 -8.03862 2.63400
C: 2.59401 -7.67566 1.05364
C: 1.73306 -6.25473 0.91243
C: 2.68715 -4.98767 0.41980
C: 2.46462 -4.74064 -1.19165
C: 3.26362 -3.36517 -1.61158
C: 2.19697 -2.11002 -1.58824
C: 2.84552 -0.67086 -2.04680
C: 2.02290 0.64752 -1.51645
C: 0.40079 0.57906 -1.79726
C: -0.46678 1.67368 -0.92398
C: -0.80104 1.15306 0.62835
C: -1.98019 2.14317 1.19179
C: -2.46152 1.85174 2.73040
C: -2.32698 0.29537 3.22492
C: -3.59076 -0.67529 2.71923
C: -3.10125 -2.00422 1.89322
C: -1.82605 -2.87176 2.45403
C: -1.34369 -4.21129 1.64056
C: -2.04369 -4.76947 0.26722
N: -1.75275 -5.97703 -0.59583
S: -2.90254 -6.01732 -1.95185
N: -3.79063 -4.56793 -1.54435
C: -3.31901 -3.88608 -0.27240
C: -3.87599 -2.54175 0.51207
C: -5.19089 -1.79722 -0.12668
C: -6.52982 -2.60918 0.36848
O: -6.86249 -2.48850 1.68177
N: -7.42177 -3.47746 -0.49826
C: -7.73635 -2.83538 -1.83497
C: -6.90008 -4.89189 -0.63884
H: 4.12634 -8.12401 2.78655
H: 2.59500 -7.20445 3.39041
H: 2.46881 -9.04821 2.96957
H: 3.55575 -7.57506 0.38719
H: 1.87060 -8.53243 0.69248
H: 1.40870 -5.97913 2.02818
H: 0.81160 -6.39292 0.19306
H: 3.81028 -5.15126 0.71746
H: 2.25703 -4.03694 0.99786
H: 1.31736 -4.59363 -1.48314
H: 2.87749 -5.70628 -1.74870
H: 3.74002 -3.51566 -2.69455
H: 4.11082 -3.20132 -0.82049
H: 1.69428 -1.96357 -0.52010
H: 1.35656 -2.38356 -2.38500
H: 2.97672 -0.64906 -3.20966
H: 3.93245 -0.60216 -1.56458
H: 2.42469 1.56657 -2.15448
H: 2.28033 0.91403 -0.38494
H: 0.25690 0.88765 -2.94075
H: -0.07257 -0.48559 -1.66308
H: -1.53722 1.80412 -1.42862
H: 0.05249 2.74835 -0.90062
H: -1.09324 0.00965 0.60441
H: 0.20303 1.21643 1.26099
H: -1.51339 3.24209 1.19388
H: -2.90362 2.21776 0.43888
H: -3.60650 2.16856 2.84559
H: -1.83221 2.58824 3.42368
H: -1.27232 -0.19723 3.02192
H: -2.43415 0.31610 4.41390
H: -4.34582 0.00654 2.14162
H: -4.17629 -1.07561 3.67955
H: -1.23348 -2.54506 3.43140
H: -0.44171 -4.82336 2.07481
H: -5.28893 -0.68599 0.29544
H: -5.07089 -1.69850 -1.28651
H: -8.68954 -3.39306 -2.28666
H: -8.09032 -1.73251 -1.62228
H: -6.87908 -2.91777 -2.62971
H: -6.65359 -5.20947 -1.75338
H: -5.94427 -5.13292 -0.00527
H: -7.77531 -5.61171 -0.26638
C: 2.00586 5.13258 0.81718
O: 1.82824 4.26250 -0.02627
N: 1.11388 6.13609 1.13011
C: 1.39840 7.13089 2.14344
C: -0.14877 6.19899 0.42386
H: 2.93259 5.17664 1.41191
H: 0.63188 7.07247 2.92157
H: 1.37778 8.12221 1.68164
H: 2.38072 6.96517 2.59406
H: -0.69476 5.26493 0.58694
H: 0.04752 6.30949 -0.64697
H: -0.74777 7.04248 0.77748
O: 3.24643 -3.54301 -4.85913
H: 2.37449 -3.74606 -4.57326
N: 6.41047 -7.08089 2.58611
H: 7.29665 -6.56324 2.61786
H: 5.62833 -6.42909 2.71924
H: 6.31776 -7.54510 1.67489
H: 6.39911 -7.78617 3.33228
C: 7.66909 6.84096 0.83560
C: 6.61184 7.61173 0.04646
C: 5.24874 7.02839 0.41491
S: 5.41324 6.38225 2.07234
O: 5.26274 4.94314 2.02274
O: 4.65096 7.21075 2.98501
C: 7.14389 6.76270 2.26136
H: 8.64560 7.33216 0.79343
H: 7.77849 5.83227 0.41965
H: 6.64772 8.67136 0.32721
H: 6.78841 7.55195 -1.03204
H: 4.46678 7.79180 0.39861
H: 4.97562 6.20105 -0.24583
H: 7.63329 5.99080 2.85771
H: 7.22055 7.73198 2.76303
F: -2.33049 3.35315 -2.59555
C: -3.35212 3.01688 -3.39418
C: -3.09640 2.62192 -4.70271
C: -4.15942 2.26678 -5.53304
C: -5.46855 2.32114 -5.04827
C: -5.71535 2.72372 -3.73490
C: -4.65137 3.06801 -2.90156
H: -2.07371 2.59381 -5.06434
H: -3.96946 1.94914 -6.55527
H: -6.29771 2.04833 -5.69762
H: -6.73540 2.76919 -3.36109
H: -4.82447 3.37458 -1.87532
C: 8.31409 -6.14344 5.91655
C: 8.87672 -6.06040 4.50696
N: 9.34343 -5.99148 3.33762
H: 7.99415 -7.16690 6.13054
H: 9.07902 -5.85067 6.64112
H: 7.45536 -5.47379 6.01528
O: -0.56628 3.95639 -5.93839
H: 0.19318 3.38890 -6.13861
H: -0.19551 4.65422 -5.37754
K: -8.28954 3.51844 -4.14376
B: -8.58955 7.81536 -1.70913
F: -8.95259 6.54599 -2.31778
F: -9.75317 8.68624 -1.67379
F: -8.11521 7.58506 -0.35429
F: -7.53716 8.44418 -2.49073
Cs: -8.75317 -0.41493 -1.60611

Output
Calculated total energy = -4325.51368 Eh
Net charge = +1
E_LUMO = -4.59 eV

=====

Record 2
A cluster of 2 separate species, C4H12O2 in total at a distorted geometry. Source: the Open Molecules 2025 dataset; level of theory: the ωB97M-V functional and the def2-TZVPD basis.

Positions of all 18 atoms, in Å:
C: -0.13396 2.18859 0.58075
C: -0.91876 0.91071 0.77030
C: -0.08196 -0.31811 0.31402
C: -0.89039 -1.36192 -0.42712
O: 0.45785 -1.00733 1.50754
H: -0.17153 2.56046 -0.44079
H: 0.90671 2.05831 0.88218
H: -0.45675 3.03011 1.20218
H: -1.22566 0.72944 1.79549
H: -1.81287 0.89855 0.14212
H: 0.90955 -0.00375 -0.00982
H: -0.48012 -2.36173 -0.31898
H: -1.91777 -1.34273 -0.05869
H: -1.00363 -1.22080 -1.50610
H: -0.23100 -1.55818 1.92618
O: 2.63601 -0.85624 -2.01421
H: 2.23494 -0.84211 -2.88102
H: 2.17934 -1.50326 -1.46404

Output
Calculated total energy = -310.05347 Eh
Net charge = 0
E_LUMO = 0.82 eV
Energy above the lowest of the compared OMol25 structures with the same formula, charge and spin = 51.1 kJ/mol
SMILES = CC[C@H](C)O.O

=====

Record 3
A structure of composition C44H65F4N2O4PS2SeTa at a distorted geometry. Source: the Open Molecules 2025 dataset; level of theory: the ωB97M-V functional and the def2-TZVPD basis.

Positions of all 124 atoms, in Å:
Ta: 0.32608 -0.19593 0.18971
C: 1.86598 -0.32563 -3.65744
C: 1.33869 1.00087 -3.13014
N: -0.08311 0.93856 -2.78961
C: -0.92725 0.79758 -3.99516
C: -1.79912 -0.44833 -4.01029
C: -0.49553 2.10991 -2.02764
C: -1.75073 1.89070 -1.20559
N: -1.66865 0.78044 -0.24552
C: -2.82420 0.48008 0.40693
C: -2.87475 -0.67369 1.21507
F: -1.73561 -1.40706 1.28725
C: -3.96713 -1.12059 1.91219
F: -3.86551 -2.24985 2.62868
C: -5.16135 -0.43095 1.87823
C: -5.16634 0.71604 1.11231
F: -6.28840 1.44585 1.04693
C: -4.06718 1.16923 0.40615
F: -4.26093 2.32853 -0.26093
H: 2.93498 -0.24445 -3.85922
H: 1.36750 -0.62032 -4.58185
H: 1.70073 -1.10707 -2.91423
H: 1.53526 1.80045 -3.86353
H: 1.89080 1.25025 -2.22050
H: -0.29133 0.80410 -4.88451
H: -1.57701 1.67466 -4.07883
H: -1.18930 -1.35036 -4.02031
H: -2.43790 -0.44871 -4.89617
H: -2.42848 -0.47710 -3.12038
H: -0.70138 2.96683 -2.69029
H: 0.31781 2.40797 -1.37676
H: -2.58182 1.71332 -1.89561
H: -1.94300 2.83362 -0.68809
H: -6.03576 -0.76143 2.41680
C: 7.95793 2.17977 0.57319
C: 6.92804 2.80728 -0.37667
C: 6.69510 4.25843 0.05120
C: 7.47900 2.81330 -1.81106
C: 5.64412 1.98568 -0.33596
C: 4.42485 2.50573 0.06837
C: 3.30275 1.69862 0.08695
Se: 1.65254 2.49744 0.68579
C: 1.77242 2.02265 2.53873
C: 2.60435 2.74999 3.36796
C: 2.70297 2.40119 4.70536
C: 1.89918 1.35048 5.13359
C: 1.00924 0.63200 4.33775
C: 0.96889 0.95323 2.96594
O: 0.23229 0.33608 2.02802
C: 0.16359 -0.43033 5.05899
C: 1.07683 -1.60026 5.45763
C: -0.99759 -0.98005 4.22945
C: -0.45730 0.18805 6.32402
C: 3.61701 3.12103 5.69097
C: 4.38949 4.26163 5.02421
C: 2.77486 3.70735 6.83318
C: 4.63440 2.12032 6.25937
C: 3.31205 0.34723 -0.29700
O: 2.13064 -0.30730 -0.24010
C: 4.54362 -0.19671 -0.71383
C: 5.65171 0.65001 -0.71058
C: 4.81976 -1.63687 -1.16996
C: 5.43396 -1.61853 -2.57936
C: 3.59097 -2.53632 -1.22233
C: 5.81476 -2.27617 -0.18776
H: 8.88137 2.76298 0.56987
H: 7.56900 2.15454 1.59291
H: 8.20207 1.15831 0.27818
H: 7.63826 4.80485 0.00841
H: 5.98692 4.75670 -0.61366
H: 6.31996 4.31873 1.07471
H: 8.37149 3.44014 -1.86582
H: 7.74784 1.80951 -2.14240
H: 6.73228 3.21111 -2.50056
H: 4.30946 3.53565 0.37354
H: 3.17021 3.56455 2.93787
H: 1.95381 1.07448 6.17879
H: 1.46796 -2.09799 4.56810
H: 1.91951 -1.26510 6.06457
H: 0.50925 -2.33237 6.03676
H: -0.64325 -1.51185 3.35535
H: -1.56964 -1.68190 4.84097
H: -1.66732 -0.17660 3.91782
H: 0.28619 0.48018 7.06659
H: -1.05168 1.06745 6.06852
H: -1.11762 -0.54504 6.79117
H: 3.71523 5.00978 4.60333
H: 5.01686 4.75553 5.76774
H: 5.04071 3.88439 4.23273
H: 2.02605 4.39835 6.44192
H: 2.25644 2.92667 7.39110
H: 3.41539 4.25113 7.53125
H: 5.22400 1.68048 5.45286
H: 5.31457 2.62584 6.94863
H: 4.14262 1.31192 6.80201
H: 6.59178 0.22005 -1.03160
H: 4.73476 -1.17982 -3.29411
H: 6.36699 -1.05533 -2.62551
H: 5.64712 -2.64216 -2.89378
H: 2.84303 -2.15882 -1.91966
H: 3.88861 -3.53195 -1.55583
H: 3.14167 -2.64297 -0.24010
H: 6.76267 -1.73681 -0.15353
H: 5.39462 -2.29772 0.81952
H: 6.02042 -3.30443 -0.49233
C: 1.08873 -6.62674 -1.90254
C: 0.93631 -5.13144 -2.08428
O: 1.29332 -4.47426 -0.85607
P: 0.27255 -3.55910 -0.05469
S: 1.08545 -3.01975 1.63990
S: -0.35959 -2.08249 -1.34511
O: -0.94133 -4.59700 0.07385
C: -2.20527 -4.27217 0.66573
C: -3.05703 -5.52240 0.66776
H: 0.92092 -7.14004 -2.84991
H: 0.37188 -6.98759 -1.16567
H: 2.09535 -6.85182 -1.55053
H: -0.08569 -4.87020 -2.36316
H: 1.61281 -4.75638 -2.85439
H: -2.68025 -3.48248 0.07761
H: -2.04419 -3.90769 1.68124
H: -3.20708 -5.88260 -0.35035
H: -4.02641 -5.29276 1.11032
H: -2.57758 -6.30989 1.24874

Output
Multiplicity = 2
Calculated total energy = -6121.90497 Eh
Net charge = 0
E_LUMO (spin up / spin down) = 0.21 / 0.38 eV
Energy above the lowest of the compared OMol25 structures with the same formula, charge and spin = 132.5 kJ/mol

=====

Record 4
An isolated molecule of C11H7ClN2 at a distorted geometry. Source: the Open Molecules 2025 dataset; level of theory: the ωB97M-V functional and the def2-TZVPD basis.

Positions of all 21 atoms, in Å:
Cl: 2.74247 -4.43151 0.29013
C: 1.66236 -3.23611 0.19795
C: 2.24256 -1.92049 -0.01525
C: 1.28308 -0.80488 -0.12779
C: -0.08281 -1.13681 -0.18461
N: -0.54651 -2.39148 0.07282
N: 0.30355 -3.37839 0.24492
C: -0.81001 0.08324 -0.20010
C: -2.14210 0.20998 0.14447
C: -2.61665 1.46703 0.31548
C: -1.83816 2.64192 0.10056
C: -0.39768 2.55935 -0.20052
C: 0.07866 1.20144 -0.25026
C: 1.47342 0.67317 -0.30236
H: 3.31424 -1.92637 -0.05716
H: -2.80789 -0.54226 0.39372
H: -3.67200 1.69086 0.50826
H: -2.34186 3.64842 0.20216
H: 0.20616 3.44130 -0.42070
H: 2.04167 1.14102 0.52585
H: 1.90751 1.01056 -1.23757

Output
Calculated total energy = -993.00690 Eh
Net charge = 0
E_LUMO = -0.14 eV
SMILES = Clc1cc2c(nn1)-c1ccccc1C2

=====

Record 5
A cluster of 13 separate species, C38H90O19S7 in total at a distorted geometry. Source: the Open Molecules 2025 dataset; level of theory: the ωB97M-V functional and the def2-TZVPD basis.

Positions of all 154 atoms, in Å:
C: 16.89826 -25.84865 -0.05663
S: 17.19410 -25.66023 1.77456
O: 15.97634 -26.38028 2.39458
C: 18.55184 -26.86988 1.89929
H: 17.83215 -25.52475 -0.51602
H: 16.07495 -25.18373 -0.31769
H: 16.61764 -26.87456 -0.29507
H: 18.99271 -26.93608 2.89396
H: 19.38719 -26.59382 1.25581
H: 18.09959 -27.84011 1.69378
C: 19.77673 -28.60646 -1.07235
S: 21.39144 -28.19339 -0.23003
O: 21.38804 -26.65882 0.08216
C: 21.25980 -29.22513 1.29624
H: 19.71986 -28.20606 -2.08455
H: 19.00642 -28.16458 -0.44032
H: 19.54393 -29.67102 -1.09714
H: 21.22214 -30.26136 0.96021
H: 20.37749 -28.98876 1.89102
H: 22.07318 -29.17705 2.02025
C: 22.22426 -23.77871 4.11817
S: 23.34359 -23.89938 2.61188
O: 24.80543 -23.77251 3.05914
C: 23.03277 -25.69604 2.52889
H: 21.20810 -24.07299 3.85565
H: 22.07578 -22.78710 4.54568
H: 22.46020 -24.45854 4.93687
H: 23.68054 -25.95243 1.69058
H: 22.01728 -25.89564 2.18676
H: 23.53694 -26.15976 3.37676
C: 23.12390 -25.02311 -1.53113
S: 22.27760 -23.54894 -2.20304
O: 22.38758 -23.62553 -3.72510
C: 20.56792 -24.08539 -1.64397
H: 24.19164 -24.94425 -1.73557
H: 22.72891 -25.98557 -1.85635
H: 22.84836 -24.80287 -0.49978
H: 20.35891 -25.13545 -1.84836
H: 19.81481 -23.44768 -2.10685
H: 20.39977 -23.93208 -0.57799
C: 25.86771 -26.87978 -0.05527
S: 26.72875 -28.11454 0.99896
O: 28.13600 -28.18283 0.35513
C: 26.00126 -29.70548 0.42934
H: 26.38650 -25.96314 0.22534
H: 24.82662 -26.78379 0.25298
H: 26.01301 -27.13463 -1.10505
H: 26.08038 -29.80323 -0.65339
H: 24.96414 -29.77262 0.75792
H: 26.66313 -30.41402 0.92734
C: 20.03266 -28.39243 -5.88660
S: 18.70493 -27.37550 -5.11272
O: 18.15718 -28.24499 -3.97897
C: 19.89125 -26.07600 -4.50695
H: 19.58775 -29.27872 -6.33897
H: 20.79942 -28.82931 -5.24683
H: 20.51000 -27.76582 -6.64000
H: 19.30577 -25.35994 -3.93026
H: 20.36896 -25.55277 -5.33527
H: 20.73146 -26.41166 -3.89910
C: 15.89601 -21.77353 -2.98133
S: 17.19432 -22.96192 -3.47106
O: 16.96567 -24.06406 -2.40474
C: 16.56263 -23.64855 -5.04309
H: 14.97951 -22.33876 -2.81211
H: 15.81508 -20.98394 -3.72839
H: 16.10401 -21.18898 -2.08515
H: 17.07304 -24.53999 -5.40766
H: 16.67206 -22.93812 -5.86249
H: 15.51028 -23.82338 -4.81927
O: 19.25389 -23.60749 -6.84762
C: 20.00074 -23.15872 -7.69572
O: 21.38174 -23.17437 -7.58564
C: 22.09323 -23.95890 -6.64107
C: 22.25262 -25.33473 -7.31752
C: 19.47142 -22.40375 -8.90089
H: 21.62070 -24.02508 -5.66105
H: 23.07476 -23.50534 -6.50323
H: 22.53625 -25.22759 -8.36450
H: 21.38699 -25.98187 -7.17615
H: 23.03276 -25.91706 -6.82723
H: 19.14956 -23.15738 -9.61960
H: 20.36467 -21.83584 -9.16102
H: 18.61334 -21.88911 -8.46850
O: 26.74305 -23.47977 -6.19962
C: 25.69953 -23.19532 -5.54163
O: 24.93233 -22.13694 -5.60996
C: 25.17397 -21.14573 -6.56872
C: 24.15293 -20.00852 -6.49702
C: 25.11241 -24.15785 -4.53624
H: 25.08157 -21.59298 -7.55844
H: 26.19828 -20.81238 -6.40204
H: 23.12386 -20.32523 -6.66670
H: 24.39411 -19.34947 -7.33104
H: 24.18337 -19.43124 -5.57294
H: 24.55526 -23.57875 -3.79981
H: 25.88892 -24.73922 -4.03911
H: 24.40432 -24.84921 -4.99312
O: 24.33283 -27.39747 -4.81056
C: 24.35042 -28.58073 -4.50911
O: 24.30877 -29.51520 -5.45770
C: 24.11475 -29.25954 -6.83280
C: 25.29172 -28.68567 -7.61979
C: 24.34017 -29.16528 -3.10913
H: 23.28477 -28.56768 -6.97618
H: 23.77787 -30.14655 -7.36930
H: 24.87824 -28.26589 -8.53681
H: 26.07282 -29.41715 -7.82700
H: 25.83926 -27.90493 -7.09184
H: 24.28238 -28.36926 -2.36676
H: 25.27672 -29.69952 -2.94923
H: 23.55266 -29.91885 -3.11613
O: 22.89117 -19.95357 0.22859
C: 23.12725 -19.21742 -0.68094
O: 23.00076 -17.82864 -0.82056
C: 22.40949 -17.00790 0.23757
C: 22.01519 -15.61451 -0.32949
C: 23.58554 -19.82329 -2.03725
H: 23.03753 -16.83973 1.11243
H: 21.53346 -17.48972 0.67176
H: 22.85646 -15.01074 -0.66983
H: 21.52088 -14.95083 0.37994
H: 21.32555 -15.73559 -1.16485
H: 23.27417 -19.16562 -2.84881
H: 22.97330 -20.72274 -2.10253
H: 24.65067 -20.04110 -2.11567
O: 28.76047 -23.68213 -2.21872
C: 28.80499 -23.59433 -0.98546
O: 27.77103 -23.27566 -0.20266
C: 26.46168 -22.99451 -0.70873
C: 25.63009 -22.12520 0.24676
C: 30.00646 -23.93437 -0.05638
H: 26.02652 -23.98636 -0.83104
H: 26.47445 -22.57531 -1.71482
H: 25.89537 -21.07032 0.31707
H: 25.81270 -22.55661 1.23095
H: 24.58384 -22.20172 -0.04922
H: 30.84389 -23.28947 -0.32267
H: 30.24985 -24.99138 -0.16406
H: 29.69045 -23.76339 0.97270
O: 19.65682 -23.21813 2.01961
C: 19.40621 -22.00991 2.23000
O: 18.25499 -21.34390 2.07070
C: 16.97379 -22.02426 1.92094
C: 16.53555 -22.12165 0.44649
C: 20.56810 -21.06986 2.47829
H: 16.24443 -21.53503 2.56654
H: 17.02615 -23.04270 2.30582
H: 17.20675 -22.69834 -0.18992
H: 16.61279 -21.14019 -0.02136
H: 15.53188 -22.52389 0.30883
H: 21.30925 -21.43920 1.76950
H: 21.01314 -21.11829 3.47212
H: 20.40696 -20.02724 2.20428

Output
Calculated total energy = -5718.46893 Eh
Net charge = 0
E_LUMO = 0.07 eV
Energy above the lowest of the compared OMol25 structures with the same formula, charge and spin = 409.6 kJ/mol